No. 1
Here is a molecular structure, C41H32BrCl5MoN5O6 from the OMol25 dataset. Energies are from wB97M-V/def2-TZVPD.

- orbital gap (spin up / spin down) (hartree) = 0.257 / 0.245
- electronic energy (Ha) = -7249.79082
- spin multiplicity = 3
- charge = +1
- relative energy (zero: lowest compared OMol25 entry of this formula, charge and spin) (eV) = 1.518

Geometry as XYZ:
```
91
Properties=species:S:1:pos:R:3:mulliken_charge:R:1
Mo -0.171 0.152 0.237 -0.5114
O -2.193 -3.086 2.124 -0.6942
C -3.458 -2.639 2.009 0.3995
C -4.485 -3.560 2.223 -0.6615
C -5.802 -3.200 2.038 -0.4085
C -6.127 -1.906 1.655 -0.9708
C -5.120 -0.983 1.466 -0.4639
C -3.781 -1.326 1.644 -0.3056
C -2.720 -0.321 1.256 1.0005
O -1.625 -0.906 0.659 -0.3774
N -2.134 0.458 2.349 -0.4471
N -0.972 1.037 1.884 1.0271
C -0.617 2.181 2.427 -0.8701
C 0.618 2.819 2.224 0.2944
Br 1.912 1.775 1.185 -0.0503
C 0.960 4.050 2.684 -0.9604
C -0.040 4.985 3.165 0.2770
C 0.184 5.751 4.312 -0.7132
C -0.815 6.564 4.812 -0.5277
C -2.031 6.670 4.156 -0.5211
C -2.236 5.971 2.976 -0.7865
C -1.257 5.130 2.488 0.1460
H -1.584 -2.402 1.800 0.0740
H -4.200 -4.561 2.509 0.4750
H -6.580 -3.935 2.171 0.4083
H -7.155 -1.624 1.489 0.4199
H -5.370 0.018 1.145 0.4422
H -3.180 0.399 0.546 0.1535
H -2.784 1.096 2.810 0.3555
H -1.275 2.648 3.158 0.6162
H 1.996 4.352 2.686 0.5373
H 1.126 5.666 4.831 0.4868
H -0.647 7.104 5.730 0.4042
H -2.811 7.302 4.551 0.4045
H -3.171 6.070 2.447 0.4561
H -1.407 4.597 1.559 0.7338
O -1.264 -1.398 -1.934 0.0373
C -0.692 -0.885 -3.125 3.8115
C 0.229 0.310 -2.716 -1.5918
O 0.725 1.061 -3.520 -0.6091
O 0.376 0.404 -1.432 -0.0606
C -1.852 -0.412 -4.004 -0.9486
C -2.884 -1.322 -4.230 -0.4907
C -3.996 -0.959 -4.970 -0.9469
C -4.087 0.314 -5.512 -0.5507
C -3.047 1.207 -5.320 -1.0005
C -1.940 0.852 -4.567 0.2525
C 0.139 -1.902 -3.902 0.4263
C 0.490 -1.603 -5.214 -0.5519
C 1.206 -2.508 -5.976 -0.7618
C 1.590 -3.724 -5.436 -0.6820
C 1.259 -4.023 -4.127 -0.9516
C 0.533 -3.122 -3.364 -0.6192
H -0.964 -2.308 -1.797 0.2008
H -2.822 -2.316 -3.814 0.4598
H -4.792 -1.672 -5.130 0.4501
H -4.947 0.606 -6.098 0.4420
H -3.098 2.198 -5.747 0.5073
H -1.144 1.566 -4.431 0.6492
H 0.204 -0.653 -5.634 0.4359
H 1.457 -2.261 -6.994 0.4460
H 2.142 -4.433 -6.032 0.4250
H 1.559 -4.962 -3.688 0.4704
H 0.307 -3.402 -2.342 0.4360
Cl -0.004 -1.207 3.415 -0.1560
C 1.148 -1.844 2.317 1.5510
C 1.149 -1.397 0.987 -1.5658
C 2.201 -1.929 0.222 2.1087
Cl 2.425 -1.406 -1.403 -0.1891
C 3.131 -2.849 0.709 -0.3691
Cl 4.383 -3.444 -0.298 -0.1748
C 3.064 -3.274 2.036 0.7011
Cl 4.219 -4.363 2.668 -0.1730
C 2.060 -2.753 2.850 -0.6675
Cl 1.977 -3.210 4.498 -0.1837
C -0.964 4.838 -1.940 -0.8427
N -1.900 3.737 -1.905 0.2910
C -3.022 3.688 -2.648 -0.2245
C -3.806 2.580 -2.659 -1.3600
C -3.371 1.452 -1.908 0.5670
N -2.280 1.531 -1.152 0.7346
C -1.548 2.652 -1.118 -0.5140
O -0.563 2.734 -0.385 -0.3535
N -4.071 0.317 -1.885 -0.0434
H -1.284 5.561 -2.682 0.3644
H 0.027 4.451 -2.188 0.3305
H -0.890 5.318 -0.963 0.1819
H -3.268 4.568 -3.224 0.4594
H -4.700 2.523 -3.255 0.5194
H -4.816 0.168 -2.547 0.3523
H -3.656 -0.487 -1.436 0.1293
```

---

No. 2
Here is 3 unconnected molecules or ions with the total composition CH4BrP from the OMol25 dataset. Energies are from wB97M-V/def2-TZVPD.

- orbital gap (hartree) = 0.340
- electronic energy (Ha) = -2955.77795
- relative energy (zero: lowest compared OMol25 entry of this formula, charge and spin) (eV) = 2.472

Geometry as XYZ:
```
7
Properties=species:S:1:pos:R:3:mulliken_charge:R:1
C -0.231 -0.972 0.158 -0.4331
P -0.439 -0.581 -1.408 0.0576
Br 1.612 -0.846 -2.167 -0.1721
H -0.846 -0.423 0.828 0.3065
H 0.822 -1.466 0.351 0.2252
H -0.113 2.361 0.900 0.0821
H -0.805 1.928 1.338 -0.0663
```

---

No. 3
Here is a molecular structure, C16H46ClN4O9 from the OMol25 dataset. Energies are from wB97M-V/def2-TZVPD.

- orbital gap (hartree) = 0.305
- electronic energy (Ha) = -1993.08925
- charge = -1

Geometry as XYZ:
```
76
Properties=species:S:1:pos:R:3:mulliken_charge:R:1
Cl 0.560 0.989 -1.254 1.7882
O 1.830 1.300 -1.838 -0.7394
O 0.612 -0.370 -0.752 -0.8478
O 0.331 1.894 -0.158 -0.6484
O -0.463 1.031 -2.267 -0.7903
O 3.918 -0.710 -0.659 -0.7665
H 3.379 -1.328 -0.149 0.4334
H 3.224 -0.115 -0.968 0.2214
C -4.430 -0.223 -0.434 -0.4563
C -4.744 0.737 -1.616 0.2473
C -5.981 1.555 -1.341 -1.1692
O -5.796 2.487 -0.304 -0.2633
C -6.865 3.374 -0.134 -0.8326
N -3.643 1.644 -1.914 -0.7018
H -3.363 -0.456 -0.352 -0.2881
H -4.890 -1.212 -0.526 0.3107
H -4.688 0.200 0.539 0.3584
H -4.945 0.049 -2.443 0.3277
H -6.884 0.963 -1.130 0.4724
H -6.316 2.007 -2.287 0.5776
H -7.812 2.842 0.004 0.3056
H -6.935 4.014 -1.023 0.3265
H -6.718 4.065 0.693 0.2307
H -3.702 2.334 -1.165 0.3401
H -2.765 1.165 -1.728 0.1894
C -3.483 -0.865 1.290 -1.7445
C -1.992 -0.917 0.984 1.7577
C -1.131 -0.754 2.263 -0.7909
O -1.474 0.334 3.086 -0.4813
C -0.898 1.528 2.544 -0.5799
N -1.716 -2.271 0.495 -0.6366
H -3.815 0.127 1.624 0.3319
H -3.729 -1.593 2.061 0.4211
H -4.135 -0.934 0.414 0.6135
H -1.703 -0.157 0.252 -0.6456
H -0.087 -0.796 1.933 0.3341
H -1.286 -1.677 2.827 0.4374
H -1.015 2.290 3.310 0.3369
H -1.467 1.845 1.664 0.1804
H 0.129 1.422 2.192 0.2137
H -0.729 -2.291 0.243 -0.1943
H -2.157 -2.451 -0.403 0.2828
C 3.100 -3.966 -1.303 -1.5016
C 1.910 -3.961 -0.329 0.7999
C 2.130 -4.922 0.827 -0.8292
O 1.052 -4.973 1.757 -0.3753
C -0.099 -5.658 1.244 -0.6104
N 1.700 -2.585 0.112 -0.3834
H 3.164 -3.130 -1.994 0.3592
H 3.156 -4.880 -1.900 0.3996
H 3.962 -3.940 -0.630 0.3343
H 0.977 -4.221 -0.852 0.1641
H 3.057 -4.779 1.384 0.3383
H 2.217 -5.936 0.409 0.3512
H -0.821 -5.675 2.052 0.2430
H 0.096 -6.677 0.891 0.3085
H -0.409 -5.079 0.375 0.2174
H 1.362 -1.966 -0.620 0.3992
H 0.966 -2.623 0.815 0.2345
C 6.423 3.177 -0.882 -1.5027
C 4.908 3.243 -1.100 1.4788
C 4.293 4.057 0.048 -0.8601
O 4.461 3.392 1.293 -0.3791
C 3.666 2.228 1.449 -0.3642
N 4.621 3.880 -2.383 -0.7879
H 6.512 2.876 0.170 0.3324
H 6.986 4.107 -0.928 0.3587
H 6.884 2.350 -1.424 0.3806
H 4.483 2.238 -1.057 -0.4717
H 3.247 4.370 -0.047 0.3968
H 4.851 4.990 0.171 0.2690
H 2.596 2.437 1.526 0.2393
H 3.894 1.685 2.368 0.3167
H 3.921 1.560 0.629 0.1235
H 3.629 4.056 -2.508 0.2721
H 4.876 3.249 -3.133 0.2865
```

---

No. 4
Here is 6 unconnected molecules or ions with the total composition C24H30F18O12 from the OMol25 dataset. Energies are from wB97M-V/def2-TZVPD.

- SMILES string = CCOC(=O)C(F)(F)F.CCOC(=O)C(F)(F)F.CCOC(=O)C(F)(F)F.CCOC(=O)C(F)(F)F.CCOC(=O)C(F)(F)F.CCOC(=O)C(F)(F)F
- orbital gap (hartree) = 0.412
- electronic energy (Ha) = -3632.96655
- relative energy (zero: lowest compared OMol25 entry of this formula, charge and spin) (eV) = 3.686

Geometry as XYZ:
```
84
Properties=species:S:1:pos:R:3:mulliken_charge:R:1
C 4.817 -3.562 -1.089 -1.1084
C 4.274 -2.616 -2.218 -0.0552
O 2.877 -2.774 -2.452 -0.2410
C 2.358 -2.375 -3.671 0.3607
O 3.014 -1.929 -4.596 -0.5473
C 0.850 -2.682 -3.816 0.9355
F 0.726 -3.460 -4.927 -0.2777
F 0.373 -3.274 -2.713 -0.2046
F 0.179 -1.549 -4.131 -0.2311
H 5.901 -3.507 -0.986 0.3780
H 4.500 -4.553 -1.412 0.3323
H 4.408 -3.197 -0.147 0.1929
H 4.771 -2.832 -3.164 0.3827
H 4.290 -1.576 -1.894 0.1077
C 5.876 1.211 -0.006 -1.0263
C 4.871 2.366 -0.213 -0.2705
O 4.044 1.873 -1.306 -0.1620
C 3.444 2.750 -2.205 0.2306
O 3.366 3.972 -2.031 -0.5539
C 2.963 2.010 -3.462 1.0096
F 3.081 2.785 -4.545 -0.2693
F 3.743 0.914 -3.722 -0.2407
F 1.714 1.687 -3.258 -0.2107
H 5.383 0.375 0.489 0.1756
H 6.761 1.495 0.563 0.4048
H 6.265 0.907 -0.978 0.3122
H 5.417 3.268 -0.489 0.3587
H 4.309 2.608 0.689 0.2533
C -3.997 3.831 -3.099 -1.1058
C -5.047 2.777 -3.171 -0.2408
O -4.542 1.502 -3.509 -0.1442
C -5.356 0.420 -3.626 0.2780
O -6.601 0.382 -3.553 -0.5491
C -4.672 -0.907 -4.047 0.9729
F -5.030 -1.243 -5.293 -0.2675
F -3.318 -0.758 -4.004 -0.2413
F -5.028 -1.826 -3.210 -0.2498
H -4.467 4.811 -3.175 0.3637
H -3.293 3.806 -3.931 0.3181
H -3.556 3.768 -2.105 0.2628
H -5.849 3.079 -3.845 0.3189
H -5.501 2.615 -2.194 0.3015
C 1.803 -1.461 2.483 -1.2245
C 0.369 -1.061 2.415 -0.1722
O 0.016 -0.441 1.220 -0.2660
C -0.385 -1.127 0.072 0.2919
O -0.408 -2.339 0.120 -0.5157
C -0.642 -0.265 -1.131 0.7769
F -0.778 1.028 -0.711 -0.2551
F 0.351 -0.316 -1.987 -0.1935
F -1.788 -0.746 -1.721 -0.1779
H 2.046 -2.140 1.665 0.4687
H 1.902 -1.975 3.440 0.3583
H 2.547 -0.697 2.261 0.2174
H 0.195 -0.384 3.252 0.2642
H -0.343 -1.880 2.518 0.3804
C -4.631 -2.289 0.607 -1.0255
C -3.980 -3.170 1.674 -0.0550
O -4.602 -4.407 2.049 -0.2886
C -5.975 -4.680 1.996 0.3749
O -6.893 -3.856 1.688 -0.5395
C -6.302 -6.088 2.562 0.8565
F -5.266 -6.553 3.176 -0.2391
F -7.321 -6.038 3.404 -0.2424
F -6.589 -6.868 1.558 -0.2474
H -3.934 -1.581 0.158 0.2515
H -5.474 -1.745 1.032 0.3684
H -5.001 -2.900 -0.216 0.3243
H -3.994 -2.536 2.561 0.2014
H -2.968 -3.402 1.343 0.2482
C 1.611 6.250 5.937 -1.0822
C 2.682 5.318 5.375 -0.2692
O 2.078 3.997 5.230 -0.2584
C 2.572 3.238 4.185 0.0790
O 3.531 3.551 3.487 -0.5316
C 1.776 1.957 4.044 1.1685
F 1.858 1.464 2.848 -0.1809
F 2.310 0.985 4.818 -0.2762
F 0.487 2.214 4.435 -0.2584
H 0.808 6.240 5.200 0.3025
H 2.195 7.167 6.016 0.3564
H 1.311 6.009 6.957 0.3021
H 3.544 5.231 6.037 0.3186
H 2.966 5.702 4.396 0.3355
```

---

No. 5
Here is a molecular structure, C26H36B2HgO34 from the OMol25 dataset. Energies are from wB97M-V/def2-TZVPD.

- orbital gap (hartree) = 0.301
- electronic energy (Ha) = -3773.87975
- relative energy (zero: lowest compared OMol25 entry of this formula, charge and spin) (eV) = 1.557

Geometry as XYZ:
```
99
Properties=species:S:1:pos:R:3:mulliken_charge:R:1
Hg -6.734 14.782 21.375 5.8727
O -6.351 16.815 22.495 -0.2768
C -6.522 17.725 23.297 0.2626
O -6.669 17.603 24.554 -0.5538
B -6.934 18.885 25.214 1.0468
O -6.866 19.912 24.067 -0.4548
C -6.713 19.210 22.958 0.0548
O -6.771 19.593 21.812 -0.5122
O -5.906 19.008 26.297 -0.5613
C -6.479 18.864 27.442 0.6039
O -5.934 18.917 28.510 -0.6039
C -8.025 18.775 27.315 0.5899
O -8.224 18.897 25.946 -0.4367
O -8.815 18.705 28.285 -0.6149
O -7.902 16.427 20.176 -0.1645
C -8.019 17.454 19.514 -0.1969
O -7.167 17.898 18.668 -0.3320
B -7.457 19.292 18.222 0.6845
O -8.812 19.673 18.796 -0.3811
C -9.169 18.672 19.684 0.3749
O -10.090 18.692 20.486 -0.5663
O -6.401 20.287 18.690 -0.3517
C -5.965 21.004 17.700 0.6007
O -5.250 22.032 17.682 -0.6479
C -6.465 20.243 16.372 0.4977
O -7.393 19.374 16.780 -0.5826
O -6.163 20.616 15.221 -0.6223
C -4.313 13.341 17.419 -0.3066
O -5.653 13.559 17.144 -0.4842
C -6.467 14.213 18.025 -0.1249
O -6.240 14.501 19.198 0.2038
O -7.654 14.546 17.445 -0.0976
C -8.195 13.880 16.294 -0.8256
H -3.766 12.835 16.624 0.3401
H -4.182 12.792 18.352 0.0304
H -3.780 14.279 17.574 0.0317
H -9.046 14.464 15.945 0.2828
H -8.415 12.833 16.506 0.2041
H -7.593 13.785 15.390 0.3533
C -2.698 11.504 21.585 -0.8892
O -3.838 12.223 21.267 -0.0010
C -5.136 11.847 21.495 0.1108
O -6.133 12.520 21.168 0.0858
O -5.237 10.614 21.929 -0.4706
C -6.450 10.009 22.244 -0.5693
H -2.651 11.231 22.639 0.3393
H -1.880 12.153 21.273 0.2538
H -2.483 10.612 20.996 0.3204
H -7.014 10.466 23.058 0.1834
H -6.255 9.001 22.609 0.2554
H -7.081 9.882 21.365 0.2596
C -9.900 11.385 18.087 -1.0017
O -9.004 12.090 18.855 -0.2555
C -9.398 12.930 19.847 0.0258
O -8.569 13.698 20.411 0.3443
O -10.624 12.719 20.308 -0.4156
C -10.899 12.982 21.637 -0.2314
H -10.279 12.042 17.304 0.4095
H -10.704 10.872 18.614 0.3169
H -9.399 10.569 17.566 0.2917
H -10.031 13.150 22.275 -0.1273
H -11.553 12.254 22.117 0.4115
H -11.371 13.962 21.708 0.2272
C -9.012 15.487 25.572 -0.4639
O -9.651 16.002 24.405 -0.4117
C -9.338 15.560 23.154 -0.1151
O -8.476 14.744 22.836 -0.5800
O -10.106 16.244 22.215 0.0568
C -11.421 16.665 22.667 -0.9779
H -9.650 15.569 26.451 0.3269
H -8.068 15.991 25.780 0.0198
H -8.789 14.433 25.404 0.2172
H -11.457 17.559 23.290 0.3134
H -11.962 15.852 23.150 0.4159
H -11.940 17.098 21.812 0.2433
C -1.094 17.286 21.188 -0.8699
O -2.369 16.614 21.546 -0.1160
C -3.342 16.459 20.544 -0.0587
O -4.433 15.896 20.791 -0.4273
O -3.019 17.140 19.350 -0.4559
C -3.919 17.217 18.210 0.2517
H -1.146 18.362 21.027 0.3419
H -0.636 17.007 20.239 0.3225
H -0.329 17.028 21.921 0.2743
H -4.926 17.402 18.585 -0.2787
H -3.868 16.290 17.639 -0.0550
H -3.675 18.036 17.533 0.3595
C -3.479 15.951 24.007 -0.3719
O -4.213 15.214 24.886 -0.3676
C -5.183 14.422 24.403 0.2802
O -5.659 14.271 23.222 -0.3234
O -5.551 13.586 25.327 -0.4312
C -6.250 12.325 25.070 -0.5441
H -2.613 15.380 23.674 0.3612
H -3.082 16.783 24.588 0.3475
H -4.081 16.491 23.276 -0.1580
H -5.569 11.841 24.371 0.3105
H -7.146 12.551 24.492 0.0103
H -6.529 11.771 25.966 0.3435
```

---

No. 6
Here is a single C9H15NO3 molecule from the OMol25 dataset. Energies are from wB97M-V/def2-TZVPD.

- SMILES string = COC(=C(C)C)C(=C(C)C)[N+](=O)[O-]
- orbital gap (hartree) = 0.326
- electronic energy (Ha) = -632.20429
- relative energy (zero: lowest compared OMol25 entry of this formula, charge and spin) (eV) = 7.145

Geometry as XYZ:
```
28
Properties=species:S:1:pos:R:3:mulliken_charge:R:1
C 0.048 0.582 0.730 -0.2643
C 0.336 -0.603 -0.280 -0.7504
C -0.484 1.715 0.356 1.3582
C -0.382 -1.730 -0.380 1.8047
C -0.595 3.012 1.234 -1.4112
C -0.990 1.824 -1.036 -1.5470
C -0.040 -2.841 -1.179 -1.5502
C -1.623 -2.049 0.383 -1.4557
C 2.661 -0.105 -0.992 -0.8040
N 0.415 0.358 2.061 1.1607
O -0.413 0.702 2.889 -0.6457
O 1.491 -0.136 2.289 -0.6200
O 1.269 -0.335 -1.292 -0.4203
H -1.031 2.551 2.140 0.3873
H -1.175 3.740 0.799 0.4442
H 0.479 3.498 1.398 0.2465
H -0.766 0.927 -1.611 0.3053
H -2.152 1.875 -1.021 0.2918
H -0.710 2.779 -1.465 0.4318
H -0.012 -3.673 -0.537 0.4068
H -0.786 -3.015 -1.976 0.3399
H 0.881 -2.674 -1.671 0.4069
H -1.337 -2.840 1.164 0.3246
H -2.304 -2.551 -0.315 0.4480
H -1.921 -1.108 0.952 0.2591
H 3.249 0.132 -1.937 0.2690
H 3.013 -0.871 -0.385 0.3516
H 2.879 0.841 -0.317 0.2326
```

---

What max |F| values result from the calculations? In sequence: 0.0701, 0.0770, 0.1990, 0.1132, 0.1071, 0.0866 Eh/bohr.